Density functional theory data (wB97M-V/def2-TZVPD) for C3H8O in the gas phase.

SMILES string: CCCO
Spin multiplicity: 1
Charge: 0
HOMO-LUMO gap (eV): 11.366

CARTESIAN COORDINATES (ANGSTROEM)
1 C 0.72 -1.16 0.66
2 C 0.39 -0.09 -0.38
3 C -0.90 0.66 -0.07
4 O -1.18 1.69 -0.99
5 H 0.88 -0.71 1.65
6 H 1.63 -1.70 0.39
7 H -0.09 -1.90 0.76
8 H 1.21 0.63 -0.43
9 H 0.30 -0.54 -1.38
10 H -0.86 1.04 0.96
11 H -1.76 -0.02 -0.12
12 H -0.42 2.28 -1.00

=====

Density functional theory data (wB97M-V/def2-TZVPD) for C3H8O in the gas phase at a distorted geometry.

SMILES string: CC(C)O
Spin multiplicity: 1
Charge: 0
HOMO-LUMO gap (eV): 10.860

CARTESIAN COORDINATES (ANGSTROEM)
1 C 0.24 1.36 0.61
2 C 0.23 -0.18 0.21
3 C 0.37 -0.26 -1.33
4 O -0.83 -1.01 0.65
5 H 0.12 1.98 -0.35
6 H 1.28 1.51 0.89
7 H -0.56 1.47 1.27
8 H 1.00 -0.86 0.62
9 H 1.40 0.07 -1.47
10 H -0.38 0.25 -1.96
11 H 0.46 -1.33 -1.66
12 H -1.80 -0.56 0.51

=====

Density functional theory data (wB97M-V/def2-TZVPD) for 2 unconnected molecules or ions with the total composition C3H8O2 at a distorted geometry.

⟨S²⟩: 0.75
Spin multiplicity: 2
Charge: -1
HOMO-LUMO gap (spin up / spin down) (eV): 3.753 / 3.803

CARTESIAN COORDINATES (ANGSTROEM)
1 C -1.50 -1.55 -3.06
2 O -2.70 -2.30 -3.34
3 H -1.46 -0.86 -2.19
4 H -0.67 -2.20 -2.89
5 H -1.11 -1.13 -3.94
6 H -3.39 -1.61 -3.11
7 C 0.39 1.36 2.10
8 C 1.53 1.82 2.57
9 O 2.72 1.08 2.61
10 H 0.25 1.55 0.99
11 H -0.43 0.84 2.51
12 H 1.55 2.88 2.88
13 H 2.63 0.54 1.87

=====

Density functional theory data (wB97M-V/def2-TZVPD) for 2 unconnected molecules or ions with the total composition C3H8O2 at a distorted geometry.

SMILES string: C/C=C/O.O
Spin multiplicity: 1
Charge: 0
HOMO-LUMO gap (eV): 10.321

CARTESIAN COORDINATES (ANGSTROEM)
1 C 0.58 -0.54 1.03
2 C -0.42 0.46 0.64
3 C 0.02 1.41 -0.10
4 O -0.77 2.45 -0.63
5 H 0.37 -1.12 1.96
6 H 0.64 -1.41 0.33
7 H 1.57 -0.15 1.28
8 H -1.41 0.55 1.08
9 H 1.05 1.61 -0.53
10 H -1.37 2.74 -0.02
11 O 0.12 -2.20 -1.94
12 H -0.38 -1.34 -2.02
13 H 0.01 -2.45 -1.08